The following is a DFT calculation (the ωB97M-V functional and the def2-TZVPD basis) of a molecular structure, C3H5LiO3Rb in a non-equilibrium geometry.

Structure (XYZ):
```
13
Properties=species:S:1:pos:R:3:forces:R:3
O -1.6356 -1.2824 -1.7925 0.2 -0.3 -0.4
C -1.1434 -0.5437 -0.6957 0.0 0.8 1.2
C 0.2789 -0.9925 -0.4272 1.7 -2.2 1.0
O 0.3462 0.9286 1.7746 2.3 0.9 -0.3
H -2.5182 -0.9769 -2.0156 0.0 0.1 0.1
H -1.7467 -0.7302 0.2090 0.2 0.3 -0.3
H -1.1003 0.5328 -0.9426 -0.4 -0.2 0.3
H 0.9563 -0.5790 -1.1900 0.1 0.5 0.6
H 0.3707 -2.0684 -0.6323 -0.5 0.2 0.1
O 0.8594 -0.9386 0.9939 -0.8 -2.4 -3.8
C 1.2951 0.3155 1.1972 -2.6 3.3 0.9
Rb 1.7525 4.3574 3.5845 -0.1 -0.3 -0.2
Li 2.2852 1.9776 -0.0632 -0.3 -0.6 0.8
```
Forces are in eV/Å.

Summary:
- Energy above the lowest of the compared OMol25 structures with the same formula, charge and spin: 65.65 kcal/mol
- Lowest unoccupied orbital energy (spin up / spin down): -0.79 / -0.40 eV
- Multiplicity: 2
- Calculated total energy: -10190.558 eV